Record 1
{"formula": "C4H9NO2S", "method": "the ωB97M-V functional and the def2-TZVPD basis", "e_homo_ev": [-8.918, -8.809], "multiplicity": 1, "smiles": "C=C(CC)S(N)(=O)=O", "orbital_gap_ev": [8.630, 8.583], "species": ["C", "C", "C", "C", "N", "O", "O", "S", "H", "H", "H", "H", "H", "H", "H", "H", "H"], "positions_angstrom": [[0.6623, -1.8728, -0.9542], [0.5277, -0.8371, 0.3330], [-1.1145, 0.9392, 0.8673], [-0.5213, -0.3896, 1.2645], [1.8894, 0.4952, -1.4563], [1.9500, 1.3284, 0.9861], [3.1668, -0.7623, 0.3592], [2.0412, 0.1056, 0.1582], [1.5014, -1.6853, -1.5503], [0.0788, -2.7307, -1.0733], [-2.0413, 1.0508, 1.4944], [-0.5075, 1.8197, 0.8687], [-1.3899, 0.9580, -0.1231], [-1.3502, -1.0881, 1.3274], [0.1869, -0.1853, 2.1801], [2.5378, 0.1771, -2.1478], [1.1706, 1.1825, -1.7949]], "forces_ev_per_a": [[-1.48, 5.01, 7.30], [1.43, -4.77, -7.46], [-1.33, 0.43, 1.86], [2.53, 0.46, 1.16], [-0.31, 1.66, 0.11], [-0.02, -2.03, -1.57], [-0.13, 0.32, -0.68], [-0.84, 2.28, 0.97], [0.86, -0.18, -0.57], [-1.09, -0.96, -0.03], [0.90, 0.40, -0.61], [0.76, 0.30, 1.04], [-1.21, -0.61, -2.49], [0.41, -0.39, 0.62], [-2.13, -0.72, -0.72], [0.45, -0.10, 0.10], [1.21, -1.11, 0.98]], "nbo_charge": [-0.298, -0.235, -0.600, -0.498, -1.122, -0.938, -0.916, 2.244, 0.190, 0.193, 0.214, 0.237, 0.200, 0.238, 0.255, 0.414, 0.421]}

---

Record 2
{"formula": "C4H9NO2S", "method": "the ωB97M-V functional and the def2-TZVPD basis", "s_squared": 0.754, "e_homo_ev": [-14.762, -14.726], "charge": 1, "multiplicity": 2, "orbital_gap_ev": [9.980, 5.905], "species": ["C", "N", "C", "O", "O", "C", "C", "S", "H", "H", "H", "H", "H", "H", "H", "H", "H"], "positions_angstrom": [[-1.0204, 0.5470, 0.5638], [-0.0324, 1.2895, -0.3652], [1.3676, 1.1148, 0.2874], [1.2916, 1.3223, 1.6785], [2.2935, 0.8702, -0.5700], [-0.6210, -0.9922, 0.4622], [0.1158, -1.3998, -0.7833], [-1.1727, -1.2146, -2.1691], [-2.0885, 0.8165, 0.3125], [-0.7714, 0.8441, 1.6326], [-0.2725, 2.3020, -0.2436], [1.2415, 0.2510, 1.1372], [0.2745, -1.0642, 1.1154], [-1.3735, -1.6116, 0.9973], [1.0847, -0.7756, -0.7516], [0.4047, -2.4691, -0.7978], [-0.7216, 0.1697, -2.5064]], "forces_ev_per_a": [[0.87, 0.06, -0.06], [-0.24, -0.02, 2.21], [0.89, 3.94, -6.35], [1.52, -3.43, -4.11], [-3.15, 0.85, 5.00], [-0.23, 1.48, 2.25], [0.21, -0.68, -1.02], [2.43, 2.43, 0.26], [1.29, -0.49, 0.10], [-0.99, -0.30, -1.32], [0.46, -0.93, -0.27], [0.09, -0.13, 4.83], [-0.56, -0.34, 0.51], [0.39, 0.03, -1.03], [-1.81, -0.91, -1.69], [-0.41, 0.50, 0.07], [-0.77, -2.07, 0.60]], "nbo_charge": [-0.271, -0.709, 0.650, -0.472, -0.479, -0.456, -0.541, 0.595, 0.239, 0.244, 0.411, 0.464, 0.214, 0.277, 0.309, 0.276, 0.246]}

---

Record 3
{"formula": "C4H9NO2S2", "method": "the ωB97M-V functional and the def2-TZVPD basis", "e_homo_ev": -9.534, "multiplicity": 1, "orbital_gap_ev": 10.133, "species": ["C", "C", "C", "C", "N", "O", "O", "S", "S", "H", "H", "H", "H", "H", "H", "H", "H", "H"], "positions_angstrom": [[1.3275, -0.7807, 0.0428], [1.8743, 0.1813, -0.9931], [0.0430, -0.2174, 0.5858], [-2.2521, -0.1752, 2.0619], [-0.8394, 0.2092, -0.9897], [0.4007, 2.3483, -1.4429], [0.3653, 0.6027, -3.1718], [-0.9537, -1.3147, 1.5124], [0.4078, 0.9600, -1.7845], [1.1212, -1.7523, -0.4121], [2.0317, -0.9448, 0.8632], [2.4473, 1.0003, -0.5713], [2.4353, -0.3116, -1.7788], [0.1047, 0.7840, 0.9945], [-2.8483, 0.1141, 1.2025], [-1.7976, 0.6948, 2.5246], [-2.8574, -0.7128, 2.7844], [-1.0103, -0.6852, -1.4277]], "forces_ev_per_a": [[0.17, -0.22, 0.28], [-0.59, 0.30, -0.29], [-1.96, 0.66, -2.78], [0.29, -0.17, -0.28], [1.91, 0.00, 2.77], [0.09, 0.15, 0.49], [0.03, -0.31, -0.25], [0.02, -0.05, 0.18], [-0.08, -0.27, -0.30], [0.01, 0.01, 0.04], [0.02, 0.00, -0.05], [0.07, 0.03, 0.08], [0.08, 0.00, -0.06], [0.09, 0.07, 0.16], [-0.08, 0.09, 0.02], [-0.05, 0.08, 0.09], [-0.05, 0.00, 0.05], [0.02, -0.39, -0.16]], "nbo_charge": [-0.464, -0.658, -0.171, -0.732, -0.896, -0.943, -0.949, 0.277, 2.272, 0.224, 0.242, 0.246, 0.253, 0.226, 0.237, 0.223, 0.236, 0.377]}

---

Record 4
{"formula": "C4H9NO3", "method": "the ωB97M-V functional and the def2-TZVPD basis", "e_homo_ev": -10.113, "multiplicity": 1, "smiles": "CCC(=O)O.NC=O", "orbital_gap_ev": 10.877, "species": ["C", "C", "C", "O", "O", "H", "H", "H", "H", "H", "H", "N", "C", "O", "H", "H", "H"], "positions_angstrom": [[-0.7277, 0.9764, -0.8937], [-2.0840, 0.3028, -0.8702], [0.0257, 0.9183, 0.5512], [1.2122, 1.5773, 0.5001], [-0.6136, 0.8125, 1.5857], [1.6685, 1.4640, -0.3544], [-0.0884, 0.5940, -1.6942], [-0.8359, 2.0499, -1.0658], [-1.9825, -0.7800, -0.7466], [-2.6915, 0.6863, -0.0453], [-2.6175, 0.4845, -1.8077], [1.5480, -1.8917, 1.4238], [1.3559, -1.3593, 0.1986], [2.2197, -1.1567, -0.6363], [0.8628, -1.7248, 2.1501], [2.4926, -2.1132, 1.7095], [0.2558, -0.8402, -0.0047]], "forces_ev_per_a": [[0.72, -0.38, 1.36], [-0.08, -0.11, 0.06], [-2.72, 3.03, -0.91], [0.31, -0.85, 0.44], [1.60, -0.50, -1.34], [-0.43, -0.12, 0.30], [0.08, -0.08, 0.14], [0.06, 0.01, 0.11], [-0.07, 0.10, 0.01], [0.12, -0.09, -0.12], [0.09, -0.04, 0.10], [-0.39, -0.09, 0.02], [-1.17, 2.16, -0.78], [-0.43, -0.63, 0.31], [0.10, -0.09, -0.28], [-0.15, 0.07, -0.15], [2.36, -2.40, 0.71]], "nbo_charge": [-0.514, -0.617, 0.767, -0.686, -0.588, 0.502, 0.220, 0.234, 0.208, 0.229, 0.217, -0.820, 0.539, -0.626, 0.412, 0.406, 0.118]}

---

Record 5
{"formula": "C4H9NO3", "method": "the ωB97M-V functional and the def2-TZVPD basis", "e_homo_ev": -9.594, "multiplicity": 1, "smiles": "N[C@@H](CC=O)C(O)O", "orbital_gap_ev": 10.260, "species": ["C", "C", "C", "N", "C", "O", "O", "O", "H", "H", "H", "H", "H", "H", "H", "H", "H"], "positions_angstrom": [[-0.2984, -1.0143, -0.5264], [-0.0249, 0.5071, -0.3730], [0.6826, 0.7870, 0.9574], [-1.2426, 1.2928, -0.4105], [2.1120, 0.3432, 0.9998], [-0.7808, -1.3491, -1.7884], [-1.2161, -1.3681, 0.4716], [2.6726, -0.3081, 0.1675], [-1.5689, -0.8213, -1.9722], [-1.4454, -2.3088, 0.3558], [0.6404, -1.5691, -0.4192], [0.6122, 0.8130, -1.2007], [-1.9161, 0.8968, 0.2386], [-1.6548, 1.2920, -1.3352], [0.6318, 1.8567, 1.1618], [0.1507, 0.2792, 1.7616], [2.6456, 0.6710, 1.9113]], "forces_ev_per_a": [[0.73, 0.40, -0.03], [-0.07, -0.56, 0.41], [-0.13, -0.15, -0.75], [-0.24, 0.08, -0.07], [-0.22, 0.37, 0.66], [-0.15, -0.05, -0.43], [-0.41, -0.58, 0.29], [0.23, -0.27, -0.48], [0.02, -0.03, 0.08], [0.20, 0.58, 0.06], [-0.15, 0.06, -0.05], [0.09, -0.06, -0.03], [-0.04, 0.07, -0.09], [-0.05, 0.09, 0.02], [0.08, 0.06, 0.10], [-0.05, 0.00, 0.24], [0.16, -0.02, 0.08]], "nbo_charge": [0.345, -0.086, -0.534, -0.832, 0.456, -0.714, -0.749, -0.527, 0.462, 0.486, 0.164, 0.213, 0.369, 0.353, 0.246, 0.247, 0.101]}

---

Record 6
{"formula": "C4H9NO3", "method": "the ωB97M-V functional and the def2-TZVPD basis", "e_homo_ev": -9.217, "multiplicity": 1, "smiles": "C[C@](N)(CO)C(=O)O", "orbital_gap_ev": 9.854, "species": ["C", "C", "C", "C", "H", "H", "H", "H", "H", "H", "H", "H", "H", "N", "O", "O", "O"], "positions_angstrom": [[0.3187, 1.4063, 0.0157], [-0.1912, 0.1007, 0.1069], [1.0167, -0.6093, -0.8411], [-1.6065, -0.1664, -0.2418], [1.2832, 1.5885, 0.1756], [-0.2386, 1.8202, -0.9454], [-0.1321, 2.0412, 0.8896], [0.8240, 0.0632, 1.7440], [-0.4416, -1.0171, 1.6988], [0.4714, -1.6782, -0.9585], [1.0089, 0.0240, -1.8613], [2.8264, -0.0503, -0.1667], [-3.0540, -1.6043, -0.3243], [-0.0711, -0.1202, 1.4946], [2.3825, -0.9351, -0.2572], [-2.1339, -1.5627, 0.1032], [-2.2627, 0.6995, -0.6321]], "forces_ev_per_a": [[-7.52, 6.73, -1.66], [4.44, -3.04, 0.58], [-2.29, -3.42, -0.93], [0.35, -3.68, 1.09], [4.23, 0.13, -0.30], [2.14, 0.08, 1.57], [0.33, -0.77, -1.58], [3.15, 0.04, 1.52], [0.39, -1.08, 0.99], [1.98, 2.11, -0.47], [0.52, -1.72, 2.29], [-0.41, -1.21, -0.11], [1.86, 0.30, 0.95], [-3.66, -1.85, 0.09], [-2.67, 2.68, -0.80], [-0.05, 3.14, -1.79], [-2.79, 1.56, -1.43]], "nbo_charge": [-0.612, -0.060, -0.100, 0.824, 0.201, 0.235, 0.218, 0.362, 0.374, 0.195, 0.190, 0.462, 0.495, -0.803, -0.711, -0.758, -0.512]}